Computed, not measured: 6 unconnected molecules or ions with the total composition C8H24O5 at a distorted geometry, with ωB97M-V with the def2-TZVPD basis set.

Last column: Mulliken charge in e.
Geometry (Å):
C: 0.0902 -2.4884 0.6478  -1.007
C: -0.9151 -2.1932 -0.4970  0.238
C: -0.3113 -2.4049 -1.8966  -1.272
C: 0.9952 -1.5951 -2.3441  -0.559
C: 0.9427 2.8766 -1.5439  -0.638
C: -0.0472 2.2088 -2.1837  -0.568
C: -0.1349 0.7127 -2.2431  0.004
C: 0.8812 -0.1169 -2.4625  -0.497
H: 1.0663 -2.0681 0.4031  0.131
H: 0.1829 -3.5537 0.9149  0.339
H: -0.2039 -2.0512 1.6167  0.260
H: -1.1427 -1.1373 -0.4603  -0.079
H: -1.7382 -2.8755 -0.2799  0.441
H: -0.1048 -3.4654 -2.0698  0.422
H: -1.1674 -2.2381 -2.5279  0.417
H: 1.3037 -1.9776 -3.3479  0.363
H: 1.8046 -1.8775 -1.6423  0.293
H: 1.7896 2.2670 -1.2512  0.340
H: 0.8025 3.9606 -1.5445  0.220
H: -0.6232 2.7074 -2.9395  0.381
H: -1.1498 0.3791 -2.1967  0.480
H: 1.8352 0.2404 -2.8277  0.401
H: -0.0408 0.5737 3.7771  0.323
H: 1.5324 0.9694 3.6796  0.329
O: 0.7849 0.7294 4.2400  -0.630
H: 1.0234 1.3222 1.2493  0.212
H: 1.8207 0.2015 0.5685  0.249
O: 1.8736 1.1151 0.8532  -0.556
H: 0.0281 2.8134 1.6309  0.256
H: 1.4822 3.2987 1.1522  0.370
O: 0.5843 3.5452 1.3800  -0.603
H: -1.3128 -1.3055 2.0351  0.205
H: -1.5306 -1.0524 3.4333  0.303
O: -1.2777 -0.5490 2.6401  -0.513
H: -2.3009 0.7251 1.2032  0.310
H: -3.8428 0.9384 1.4160  0.285
O: -2.9793 1.3651 1.4176  -0.648

**Kohn-Sham gap**: 8.991 eV
**DFT total energy**: -695.29543 Eh
**SMILES**: C=C/C=C/CCCC.O.O.O.O.O

Computed, not measured: a single C6H4 molecule at a distorted geometry, with ωB97M-V with the def2-TZVPD basis set.

Last column: Mulliken charge in e.
Geometry (Å):
C: 2.0469 0.0222 0.0154  -0.497
C: -0.3109 -0.3820 -0.0188  0.707
C: 3.1032 0.5769 -0.0122  0.398
C: 0.9449 -0.7998 0.0053  -1.271
C: -1.5119 -0.0198 -0.0176  0.695
C: -2.7713 0.3419 0.0008  -1.262
H: 3.9851 1.1461 -0.0019  0.415
H: 1.1436 -1.8685 0.0146  0.318
H: -3.0692 1.3785 0.0106  0.251
H: -3.5604 -0.3955 0.0037  0.245

**Kohn-Sham gap**: 8.329 eV
**DFT total energy**: -230.85853 Eh
**SMILES**: C#CC=C=C=C

Computed, not measured: 2 unconnected molecules or ions with the total composition C3HFNO2S at a distorted geometry, with ωB97M-V with the def2-TZVPD basis set.

Last column: Mulliken charge in e.
Geometry (Å):
C: -1.8558 -0.6105 0.9397  -0.214
C: -2.1795 -1.4027 -0.0428  0.756
C: 2.0686 -0.4654 0.2958  0.491
N: 1.1465 0.0228 -0.2742  -0.362
O: -2.7099 -2.2244 -0.7549  -0.536
O: 3.0368 -1.0066 0.6585  -0.516
F: -1.5650 -1.0503 2.2235  -0.289
S: -1.7232 1.0306 0.4645  -0.586
H: 0.1066 0.2668 -0.0156  0.257

**Charge**: -1
**Kohn-Sham gap**: 6.866 eV
**DFT total energy**: -818.23116 Eh

Computed, not measured: 2 unconnected molecules or ions with the total composition CH3FN2O2 at a distorted geometry, with ωB97M-V with the def2-TZVPD basis set.

Last column: Mulliken charge in e.
Geometry (Å):
C: 0.2749 1.1082 0.3336  -0.130
N: 1.4032 0.7656 0.6239  -0.414
N: 1.9965 -0.4771 0.1413  1.067
O: 2.8400 -0.3262 -0.6894  -0.549
O: 1.6904 -1.4532 0.6924  -0.522
F: -0.5645 -2.1221 -0.3433  -0.406
H: 0.0515 2.0236 0.7374  0.292
H: -0.0325 -2.8996 0.0096  0.412
H: -0.4641 0.6955 -0.3537  0.249

**Kohn-Sham gap**: 11.511 eV
**DFT total energy**: -399.59665 Eh
**SMILES**: C=N[N+](=O)[O-].F

Table of energy relative to the best compared isomer or geometry (same formula, charge and spin) (kcal per mole), in record order: 63.0, 11.4, 15.0, 38.0